Record 1
This record from OMol25 describes C18H28IIrN4O as an isolated structure in a non-equilibrium geometry. The level of theory is ωB97M-V/def2-TZVPD.

Each line ends with the Löwdin spin population.
Element x y z (Å)
C 1.03717 4.06524 0.50876  0.049
I 1.97805 0.89542 -3.24184  0.330
H 2.09184 4.20593 0.19736  0.007
H 1.08874 3.83715 1.57434  0.005
H 0.48198 5.01131 0.36123  0.004
C -2.30277 -0.46945 -3.40649  0.040
C -1.35925 -1.43281 -3.61245  0.056
N -0.36513 -1.24589 -2.69255  0.130
C -0.66112 -0.16000 -1.88772  0.280
N -1.87435 0.31199 -2.36485  0.157
H -3.22860 -0.28273 -3.94215  0.007
H -1.33439 -2.21667 -4.36090  0.013
C 2.89270 1.03156 2.65406  0.053
C 2.10927 0.99924 0.53339  0.097
N 1.79795 1.25614 1.84799  0.021
H 4.88010 0.26734 2.10742  0.019
N 3.38365 0.51438 0.57376  0.033
H 2.86509 1.22872 3.71048  0.018
Ir 0.92793 1.23049 -1.00005  0.575
C 0.32783 2.97626 -0.22879  0.151
O -0.90403 3.08646 -0.37550  0.098
C 3.88032 0.57223 1.86242  0.067
C 4.14577 -0.05513 -0.52080  0.049
H 5.02090 -0.54066 -0.07854  0.015
H 4.47198 0.72136 -1.22243  0.008
H 3.55948 -0.80749 -1.06534  0.010
C 0.50044 1.52233 2.43585  0.049
H 0.67736 2.13358 3.32942  0.013
H -0.01128 0.59818 2.73221  0.018
H -0.17245 2.06489 1.76741  0.004
C -2.72952 1.20928 -1.64740  0.023
H -3.51103 1.55030 -2.32972  0.002
H -2.12842 2.05699 -1.32163  0.003
H -3.18428 0.73698 -0.76515  0.008
C 0.80252 -2.09363 -2.61713  0.066
H 1.26178 -2.02890 -1.62732  0.012
H 1.52026 -1.76421 -3.38203  0.017
H 0.49983 -3.12317 -2.83984  0.020
C -1.93940 -1.28825 2.73441  0.140
C -1.76356 -1.70891 1.27673  0.105
C -1.09031 -3.07925 1.20808  0.125
C -3.14325 -1.76882 0.61786  0.093
C -0.87800 -0.70580 0.65327  0.662
C -0.39653 -0.11762 -0.41143  0.175
H -2.55812 -2.02268 3.26447  0.027
H -2.43506 -0.31069 2.78654  0.016
H -0.96896 -1.21644 3.23442  0.024
H -1.71672 -3.82658 1.71301  0.024
H -0.94940 -3.39072 0.16588  0.013
H -0.11222 -3.04847 1.70249  0.029
H -3.67939 -0.81889 0.74011  0.011
H -3.07066 -2.00056 -0.45154  0.008
H -3.73475 -2.55935 1.10023  0.024

Computed properties:
HOMO energy (alpha / beta): 3.27 / -0.55 eV
energy: -1398.6821 Eh
relative energy (zero: lowest compared OMol25 entry of this formula, charge and spin): 0.0 kJ/mol
spin multiplicity: 5
net charge: -2

Record 2
This record from OMol25 describes one molecule with the formula C18H28N2O3S. The level of theory is ωB97M-V/def2-TZVPD.

Each line ends with the Mulliken charge.
Element x y z (Å)
C -2.14891 -3.90185 0.01737  -0.949
C -3.61366 -3.60798 0.31235  -0.454
C -3.84276 -2.19472 0.84854  -0.642
C -3.57276 -1.10422 -0.17319  -0.970
S -1.80847 -0.61837 -0.23361  1.523
O -1.17988 -0.93082 1.02294  -0.854
O -1.21099 -1.11635 -1.43670  -0.741
N -1.79572 1.02352 -0.33706  0.342
C -2.01142 1.69512 -1.59342  -0.870
C -1.11155 2.92890 -1.66360  -0.490
C -1.33647 3.82665 -0.44747  -1.178
C -1.12379 3.02469 0.84553  0.671
C 0.37357 2.68635 0.94627  0.175
O 1.20137 3.57097 0.83311  -0.706
N 0.69487 1.40559 1.19332  0.167
C 2.05771 0.93158 1.11840  -0.840
C 2.31289 0.21540 -0.21815  0.066
C 3.67156 -0.42100 -0.21691  0.053
C 3.82920 -1.74982 0.15492  -0.333
C 5.08639 -2.32674 0.19244  -0.610
C 6.20373 -1.57927 -0.13820  -0.412
C 6.05696 -0.25272 -0.50667  -0.627
C 4.79912 0.32189 -0.54391  -0.294
C -2.06955 1.82300 0.83118  -1.719
H -2.03072 -4.93433 -0.30382  0.427
H -1.54587 -3.74421 0.90806  0.253
H -1.76785 -3.25187 -0.76444  0.208
H -3.97721 -4.31768 1.05939  0.352
H -4.20829 -3.75056 -0.59348  0.271
H -3.18895 -2.02333 1.70611  0.303
H -4.87855 -2.10957 1.18821  0.361
H -3.82872 -1.40501 -1.18490  0.402
H -4.09533 -0.18622 0.08394  0.415
H -3.06704 1.99443 -1.69380  0.283
H -1.76373 0.98163 -2.37944  0.447
H -0.07042 2.60578 -1.68050  0.139
H -1.31792 3.47794 -2.58309  0.414
H -2.35167 4.23082 -0.46532  0.440
H -0.63041 4.65707 -0.46635  0.465
H -1.36023 3.66184 1.70445  0.438
H -0.00151 0.67429 1.17801  0.032
H 2.71840 1.79524 1.22010  0.423
H 2.23512 0.23990 1.94675  0.276
H 1.53688 -0.54002 -0.36415  0.048
H 2.23804 0.94622 -1.02597  0.253
H 2.95757 -2.33548 0.41025  0.420
H 5.19509 -3.36277 0.47948  0.369
H 7.18541 -2.02921 -0.11029  0.375
H 6.92548 0.33523 -0.76619  0.370
H 4.68754 1.35732 -0.83216  0.387
H -3.10866 2.19107 0.80968  0.576
H -1.94787 1.19168 1.71199  0.542

Computed properties:
HOMO energy: -8.81 eV
energy: -1436.1360 Eh
relative energy (zero: lowest compared OMol25 entry of this formula, charge and spin): 34.6 kJ/mol

Record 3
This record from OMol25 describes C18H28N2O3S as an isolated structure in a non-equilibrium geometry. The level of theory is ωB97M-V/def2-TZVPD.

Each line ends with the Mulliken charge.
Element x y z (Å)
C 5.84308 0.34536 -2.04471  -1.573
C 4.34165 -0.02211 -1.72999  0.840
C 3.75601 -1.19985 -2.41266  -0.529
C 2.62075 -1.57175 -2.11280  -1.613
C 1.88115 -0.68707 -1.21517  0.625
C 2.48637 0.23278 -0.57559  -0.236
C 3.85237 0.60816 -0.76705  0.174
C 4.17917 1.95991 -0.32790  -1.820
H 5.09082 1.69526 0.26947  0.366
H 4.48175 2.67382 -0.92453  0.462
H 3.41602 2.16950 0.28453  0.448
H 1.79883 0.79253 -0.12563  0.767
N 0.60995 -1.19337 -0.91648  0.377
S -0.43167 -1.83020 -2.33214  1.146
O -1.77929 -1.63312 -1.99605  -0.536
O 0.20557 -3.05618 -2.81249  -0.634
C -0.02074 -0.36918 -3.38230  -0.997
H -0.28199 0.46688 -3.01154  0.450
H -0.85680 -0.69156 -4.43165  0.309
H 1.00680 -0.58981 -3.77040  0.365
C -0.05973 -1.00088 0.20349  -0.672
C -0.84324 -2.44750 0.69543  -1.876
H -1.94611 -2.33196 0.19694  0.320
H -0.98730 -2.46729 1.83998  0.167
H -0.58682 -3.10403 0.12886  0.954
C -0.94715 0.24593 0.11904  0.767
O -0.81363 0.90679 -0.88394  -0.713
N -1.57648 0.72040 1.06544  0.419
C -1.34097 0.28037 2.58573  -1.154
H -0.70245 -0.45323 2.76242  0.674
C -2.91839 -0.17019 2.85234  -0.742
C -3.86495 1.09460 2.67647  0.241
C -5.31577 0.47113 3.10287  -1.566
H -5.25222 0.25498 4.17791  0.388
H -5.51148 -0.26891 2.46755  0.469
H -6.10948 1.15983 2.90439  0.426
C -3.86632 1.61578 1.21441  -1.165
C -2.30911 1.70765 1.11567  -1.090
H -2.30078 2.17332 -0.10941  0.163
H -1.98755 2.58167 1.52342  0.758
H -4.46431 2.27900 1.35822  0.840
H -3.95010 0.45184 0.67073  0.163
H -3.49732 1.81045 3.42348  0.421
H -2.71660 -0.38812 4.06419  0.278
H -3.08692 -0.98716 2.19170  0.399
H -1.28258 1.27360 3.27154  0.318
H 0.70676 -0.86087 1.15347  0.560
H 2.22416 -2.41657 -2.43766  0.871
H 4.45419 -1.71405 -3.23049  0.065
H 6.56901 0.33544 -1.29292  0.377
H 6.27832 -0.26775 -2.87942  0.312
H 5.80553 1.41571 -2.59677  0.237

Computed properties:
HOMO energy: -7.97 eV
energy: -1435.5290 Eh
relative energy (zero: lowest compared OMol25 entry of this formula, charge and spin): 1628.4 kJ/mol

Record 4
This record from OMol25 describes one molecule with the formula C18H28N2O4S in a non-equilibrium geometry. The level of theory is ωB97M-V/def2-TZVPD.

Each line ends with the Mulliken charge.
Element x y z (Å)
C 5.33389 0.89178 0.70753  -1.245
C 3.97382 0.29586 0.34851  -0.573
N 3.01910 0.24315 1.42754  0.353
C 3.15131 -0.70541 2.51103  -0.611
C 3.99122 -0.20724 3.68471  -1.061
S 2.19250 1.65140 1.71378  1.388
O 3.05993 2.80001 1.70834  -0.749
O 1.35891 1.45226 2.86251  -0.724
C 1.15092 1.74367 0.25798  -0.491
C 1.04342 2.92124 -0.44679  -0.710
C 0.19223 2.99015 -1.54207  -0.622
C -0.53903 1.87713 -1.92284  0.909
O -1.41114 1.83638 -2.97803  -0.459
C -1.61239 3.01195 -3.72833  -0.974
C -0.41230 0.66862 -1.19969  -0.629
N -1.17768 -0.40898 -1.63766  0.079
C -1.18413 -1.69325 -1.17200  0.446
O -0.42519 -2.10713 -0.32344  -0.633
C -2.24641 -2.55852 -1.81940  -1.407
C -3.54749 -2.59592 -0.99153  0.430
C -3.30883 -3.14449 0.43140  -0.799
C -3.94202 -2.13072 1.38780  -0.725
C -3.82209 -0.80935 0.63634  -0.230
C -4.18515 -1.20852 -0.79146  -0.908
C 0.43240 0.61862 -0.10249  0.085
H 5.18482 1.84903 1.19932  0.303
H 5.91612 1.04416 -0.19825  0.418
H 5.89038 0.23032 1.36583  0.291
H 3.50683 0.91302 -0.42527  0.278
H 4.09246 -0.71770 -0.04959  0.433
H 3.56464 -1.62903 2.09672  0.447
H 2.13719 -0.90273 2.86717  0.268
H 3.57549 0.73054 4.04340  0.340
H 5.02589 -0.04423 3.39743  0.228
H 3.96286 -0.93712 4.49048  0.397
H 1.62505 3.77336 -0.13527  0.536
H 0.10930 3.91695 -2.08609  0.428
H -2.00816 3.81971 -3.10618  0.386
H -2.34498 2.75086 -4.49055  0.262
H -0.68810 3.34028 -4.21225  0.369
H -1.79975 -0.17113 -2.39804  0.306
H -1.85376 -3.57504 -1.88007  0.403
H -2.46702 -2.20721 -2.82901  0.366
H -4.24089 -3.24323 -1.53682  0.487
H -3.73413 -4.13952 0.55633  0.359
H -2.23919 -3.20946 0.62545  0.228
H -3.44200 -2.10997 2.35410  0.382
H -4.99574 -2.36713 1.54922  0.309
H -2.79431 -0.44713 0.68474  -0.081
H -4.47882 -0.03607 1.03286  0.457
H -5.27046 -1.29558 -0.87252  0.342
H -3.85611 -0.47891 -1.53002  0.323
H 0.53661 -0.28971 0.46514  0.596

Computed properties:
HOMO energy: -8.58 eV
energy: -1511.3520 Eh
relative energy (zero: lowest compared OMol25 entry of this formula, charge and spin): 47.7 kJ/mol